C6H10N2 | ωB97M-V/def2-TZVPD

Output
Energy (a.u.): -343.4174
Kohn-Sham gap (eV): 10.0137
E_HOMO (eV): -20.5970
Relative energy (zero: lowest compared OMol25 entry of this formula, charge and spin) (kcal per mole): 0.0

Geometry as ORCA input:
```
! RIJCOSX wB97M-V def2-TZVPD def2/J DEFGRID3
* xyz 2 1
C -0.622 -1.469 -1.168
C -0.508 -0.380 -0.234
C -1.702 0.275 0.150
C -1.577 1.210 1.145
N -0.294 1.532 1.627
C 0.854 1.067 0.969
N 0.843 0.107 0.070
C 1.926 -0.356 -0.774
H -1.687 -1.637 -1.409
H 0.013 -1.273 -2.037
H -0.417 -2.459 -0.758
H -2.631 -0.247 -0.166
H -2.468 1.752 1.371
H -0.189 2.051 2.424
H 1.821 1.273 1.435
H 1.728 -0.523 -1.785
H 2.671 0.372 -0.582
H 2.238 -1.297 -0.278
*
```

=====

C53H113CaN6O15 | ωB97M-V/def2-TZVPD

Output
Energy (a.u.): -4221.2829
Kohn-Sham gap (eV): 5.2762
E_HOMO (eV): -11.1719
Relative energy (zero: lowest compared OMol25 entry of this formula, charge and spin) (kcal per mole): 0.0

Geometry as ORCA input:
```
! RIJCOSX wB97M-V def2-TZVPD def2/J DEFGRID3
* xyz 3 1
Ca -1.308 0.446 0.782
C -1.083 -1.785 6.291
C -2.579 -1.966 6.101
C -3.133 -1.086 5.026
N -4.680 -1.286 4.781
C -5.071 -2.718 4.501
C -5.536 -0.674 5.888
C -5.490 0.804 5.605
C -5.498 1.022 4.191
C -5.106 -0.357 3.585
H -0.746 -1.803 7.327
H -0.654 -0.843 5.950
H -0.525 -2.576 5.791
H -3.025 -1.701 7.060
H -2.948 -2.972 5.901
H -2.694 -1.330 4.059
H -2.888 -0.033 5.168
H -4.979 -3.183 5.483
H -4.457 -3.185 3.731
H -6.090 -2.890 4.155
H -6.519 -1.103 5.696
H -5.233 -1.002 6.883
H -6.226 1.419 6.124
H -4.529 1.043 6.060
H -6.476 1.260 3.773
H -4.819 1.762 3.768
H -6.057 -0.693 3.172
H -4.382 -0.332 2.770
C 1.732 3.159 -2.955
C 2.663 2.483 -3.978
C 2.010 1.245 -4.556
N 2.741 0.423 -5.643
C 2.955 1.175 -6.999
C 1.984 -0.868 -6.036
C 3.011 -1.929 -6.074
C 4.350 -1.324 -5.870
C 4.127 -0.069 -5.124
H 2.106 4.122 -2.607
H 1.585 2.669 -1.992
H 0.723 3.297 -3.342
H 3.665 2.333 -3.575
H 2.868 3.211 -4.762
H 1.072 1.510 -5.045
H 1.794 0.518 -3.774
H 2.004 1.373 -7.493
H 3.587 0.532 -7.612
H 3.513 2.094 -6.816
H 1.529 -0.890 -7.026
H 1.338 -1.165 -5.209
H 2.959 -2.567 -6.956
H 2.821 -2.644 -5.274
H 4.794 -1.121 -6.845
H 4.945 -2.061 -5.330
H 4.808 0.758 -5.323
H 4.024 -0.218 -4.049
C -5.059 2.003 -3.790
C -4.583 3.487 -3.458
C -4.617 3.790 -1.998
N -3.799 5.014 -1.626
C -4.654 6.232 -2.011
C -3.659 4.975 -0.085
C -2.534 5.970 0.253
C -1.706 6.056 -0.997
C -2.357 5.126 -2.099
H -4.728 1.678 -4.776
H -6.147 2.036 -3.857
H -4.783 1.149 -3.171
H -5.255 4.145 -4.009
H -3.601 3.616 -3.914
H -4.177 2.981 -1.414
H -5.646 3.844 -1.645
H -4.208 7.152 -1.631
H -5.627 6.075 -1.545
H -4.556 6.351 -3.090
H -4.630 5.237 0.336
H -3.374 3.977 0.248
H -3.118 6.853 0.513
H -1.968 5.593 1.105
H -1.726 7.103 -1.299
H -0.661 5.798 -0.828
H -2.390 5.689 -3.032
H -1.966 4.109 -2.130
C 2.831 0.390 4.809
C 3.115 1.865 4.406
C 2.775 2.219 2.975
N 2.962 3.693 2.610
C 4.477 4.065 2.685
C 2.029 4.602 3.476
C 1.799 5.842 2.704
C 1.492 5.197 1.348
C 2.480 4.089 1.201
H 3.573 -0.025 5.491
H 2.814 -0.220 3.906
H 1.879 0.312 5.332
H 4.115 2.145 4.735
H 2.512 2.501 5.054
H 1.720 2.040 2.767
H 3.433 1.663 2.307
H 4.597 5.077 2.298
H 4.856 3.343 1.962
H 4.910 3.941 3.677
H 2.518 4.820 4.425
H 1.104 4.038 3.596
H 2.675 6.480 2.581
H 1.056 6.542 3.087
H 1.573 5.998 0.614
H 0.473 4.817 1.283
H 3.270 4.408 0.522
H 2.001 3.257 0.685
C 3.618 0.537 -0.479
C 3.983 -0.986 -0.485
C 4.241 -1.423 0.968
N 4.516 -2.940 1.084
C 5.885 -3.288 0.579
C 3.446 -3.722 0.390
C 3.197 -5.062 1.145
C 4.052 -4.922 2.316
C 4.390 -3.454 2.558
H 2.543 0.643 -0.335
H 3.724 0.933 -1.488
H 4.298 1.044 0.206
H 4.898 -1.105 -1.066
H 3.189 -1.513 -1.013
H 3.410 -1.046 1.563
H 5.161 -0.942 1.300
H 6.076 -4.357 0.490
H 6.574 -2.895 1.326
H 5.941 -2.745 -0.365
H 3.874 -3.872 -0.601
H 2.519 -3.151 0.439
H 3.292 -5.964 0.541
H 2.132 -5.093 1.376
H 4.960 -5.474 2.075
H 3.731 -5.352 3.265
H 5.321 -3.351 3.116
H 3.592 -2.924 3.078
C -0.848 -5.645 -6.351
C -0.292 -4.698 -5.240
C 0.007 -5.373 -3.969
N 0.027 -4.426 -2.719
C 1.004 -3.203 -2.816
C -1.384 -3.934 -2.397
C -1.369 -3.672 -0.893
C -0.410 -4.711 -0.239
C 0.347 -5.341 -1.483
H -0.065 -6.285 -6.759
H -1.380 -5.116 -7.143
H -1.705 -6.207 -5.980
H -1.061 -3.938 -5.106
H 0.562 -4.185 -5.682
H 0.996 -5.827 -4.032
H -0.812 -6.053 -3.736
H 2.062 -3.391 -2.994
H 1.072 -2.737 -1.833
H 0.643 -2.600 -3.649
H -1.794 -3.105 -2.975
H -2.060 -4.766 -2.595
H -0.882 -2.705 -0.775
H -2.327 -3.645 -0.374
H 0.415 -4.402 0.404
H -1.100 -5.260 0.402
H 1.426 -5.266 -1.352
H 0.061 -6.374 -1.684
O -2.186 -3.891 2.193
C -1.637 -4.704 3.044
O -0.571 -4.325 3.563
O -2.158 -5.824 3.194
H -1.705 -3.073 2.336
O -0.756 0.319 -3.273
C -0.645 0.474 -1.973
O -0.217 -0.415 -1.150
O -1.059 1.502 -1.471
H -0.928 1.171 -3.680
O 1.148 -1.973 3.115
C 0.392 -1.248 2.309
O 0.776 -0.232 1.760
O -0.809 -1.532 2.068
H 0.672 -2.662 3.585
O -5.234 -0.584 -0.653
C -4.193 0.008 -0.021
O -4.050 1.173 0.285
O -3.270 -0.730 0.374
H -4.746 -1.411 -0.672
O -1.282 3.655 3.537
C -1.398 2.650 2.682
O -0.915 2.722 1.550
O -1.932 1.584 2.981
H -1.479 3.208 4.364
*
```

=====

C27H30N4O2S2 | ωB97M-V/def2-TZVPD

Output
Energy (a.u.): -2212.7845
Kohn-Sham gap (eV): 8.1399
E_HOMO (eV): -7.9099
Relative energy (zero: lowest compared OMol25 entry of this formula, charge and spin) (kcal per mole): 13.5

Geometry as ORCA input:
```
! RIJCOSX wB97M-V def2-TZVPD def2/J DEFGRID3
* xyz 0 1
C 0.661 4.162 1.459
C -0.005 3.316 0.697
C -1.500 3.183 0.709
N -1.942 1.795 0.823
C -1.967 1.253 2.065
O -1.788 1.910 3.069
C -2.271 -0.237 2.197
S -1.487 -1.330 0.982
C 0.171 -0.776 1.132
N 0.378 0.185 1.968
C 1.643 0.639 2.092
C 2.676 0.129 1.322
S 4.206 0.889 1.644
C 3.455 1.904 2.856
C 4.089 2.863 3.632
C 3.332 3.572 4.543
C 1.963 3.340 4.682
C 1.325 2.392 3.912
C 2.075 1.663 2.990
C 2.465 -0.926 0.380
O 3.282 -1.441 -0.356
N 1.121 -1.376 0.374
C 0.812 -2.480 -0.507
C 0.417 -1.972 -1.914
N 0.262 -2.991 -2.922
C -0.830 -3.922 -2.682
C -2.183 -3.237 -2.535
C 1.483 -3.711 -3.263
C 2.660 -2.801 -3.592
C -2.448 1.180 -0.345
C -1.664 1.095 -1.491
C -2.187 0.552 -2.651
C -3.492 0.094 -2.681
C -4.280 0.188 -1.546
C -3.767 0.739 -0.386
H 0.158 4.804 2.162
H 1.733 4.250 1.413
H 0.521 2.672 0.006
H -1.918 3.586 -0.219
H -1.906 3.738 1.560
H -3.339 -0.433 2.103
H -1.936 -0.540 3.189
H 5.147 3.042 3.521
H 3.810 4.322 5.157
H 1.400 3.913 5.402
H 0.266 2.207 3.990
H 1.719 -3.085 -0.582
H 0.004 -3.067 -0.065
H -0.520 -1.418 -1.838
H 1.190 -1.280 -2.251
H -0.869 -4.581 -3.556
H -0.641 -4.561 -1.801
H -2.274 -2.717 -1.585
H -2.971 -3.984 -2.587
H -2.323 -2.524 -3.342
H 1.244 -4.309 -4.149
H 1.777 -4.415 -2.466
H 3.448 -3.394 -4.050
H 2.353 -2.032 -4.296
H 3.069 -2.332 -2.701
H -0.644 1.447 -1.472
H -1.568 0.486 -3.534
H -3.899 -0.328 -3.587
H -5.303 -0.154 -1.567
H -4.393 0.847 0.487
*
```

=====

C19H22F6O9 | ωB97M-V/def2-TZVPD

Output
Energy (a.u.): -2013.1401
Kohn-Sham gap (eV): 8.1194
E_HOMO (eV): -10.0317
Relative energy (zero: lowest compared OMol25 entry of this formula, charge and spin) (kcal per mole): 219.9

Geometry as ORCA input:
```
! RIJCOSX wB97M-V def2-TZVPD def2/J DEFGRID3
* xyz 0 1
C 1.871 -0.444 2.997
C 1.708 -1.701 2.390
C 1.618 -3.328 2.058
C 0.308 -3.606 1.074
C 0.288 -4.219 -0.294
O 1.435 -4.688 -1.087
C 2.401 -3.613 -1.366
C 1.750 -2.228 -1.953
O 1.030 -2.378 -3.227
C 1.079 -1.156 -4.047
C 0.721 0.229 -3.234
C -1.258 -4.357 -0.901
O -1.681 -4.923 -2.034
O -2.061 -3.726 0.188
C -1.301 -3.273 1.386
O -1.743 -2.671 2.511
H 1.684 0.674 3.367
H 1.415 -3.965 3.047
H 2.615 -3.761 1.608
H 3.100 -3.327 -0.473
H 3.119 -4.031 -2.223
H 2.646 -1.455 -2.109
H 1.014 -1.680 -1.194
H 2.099 -1.031 -4.637
H 0.229 -1.276 -4.875
H 1.751 0.674 -2.851
H 0.297 1.012 -4.019
H -0.033 0.082 -2.339
C -3.094 -2.540 5.312
C -3.127 -1.077 4.912
O -3.836 -0.305 5.893
C -3.114 0.091 6.990
O -1.929 -0.180 7.161
C -3.974 0.943 7.922
F -5.225 0.428 8.103
F -4.151 2.208 7.443
F -3.438 1.078 9.167
H -4.109 -2.914 5.487
H -2.625 -3.145 4.531
H -2.538 -2.682 6.243
H -3.669 -0.967 3.968
H -2.118 -0.679 4.752
C 0.184 6.723 -5.473
C 0.667 5.338 -5.864
O 1.922 5.047 -5.231
C 1.855 4.575 -3.944
O 0.803 4.401 -3.334
C 3.253 4.261 -3.413
F 4.163 5.231 -3.717
F 3.749 3.100 -3.930
F 3.289 4.120 -2.058
H 0.950 7.474 -5.694
H -0.731 6.981 -6.014
H -0.019 6.781 -4.400
H 0.840 5.302 -6.944
H -0.080 4.570 -5.632
*
```

=====

C7H21N2O2SSi | ωB97M-V/def2-TZVPD

Output
Energy (a.u.): -1226.6780
Kohn-Sham gap (eV): 10.3645
E_HOMO (eV): -13.2374
Relative energy (zero: lowest compared OMol25 entry of this formula, charge and spin) (kcal per mole): 0.0

Geometry as ORCA input:
```
! RIJCOSX wB97M-V def2-TZVPD def2/J DEFGRID3
* xyz 1 1
C -0.872 -2.256 0.056
C -0.956 -0.854 0.659
Si -2.227 0.475 0.010
C -3.742 -0.123 0.915
C -2.078 2.210 0.665
C -2.407 0.186 -1.953
S 0.723 -0.220 0.117
O 0.795 -0.149 -1.303
O 1.150 1.040 0.667
N 1.942 -1.258 0.663
C 3.254 -0.613 0.935
C 3.918 0.004 -0.279
N 3.237 1.292 -0.641
H 0.086 -2.684 0.240
H -0.874 -2.106 -0.992
H -1.635 -2.844 0.172
H -0.828 -0.729 1.648
H -3.756 -1.081 1.293
H -4.026 0.753 1.483
H -4.559 -0.203 0.225
H -3.097 2.511 0.898
H -1.690 2.081 1.681
H -1.611 3.074 0.153
H -3.437 0.534 -2.073
H -1.779 0.495 -2.754
H -2.431 -0.891 -2.050
H 2.042 -1.980 0.056
H 3.947 -1.368 1.214
H 3.091 0.243 1.535
H 3.725 -0.608 -1.179
H 4.936 0.321 0.051
H 3.755 2.013 -0.171
H 2.286 1.339 -0.230
H 3.121 1.397 -1.712
*
```

=====

C7H26O6 | ωB97M-V/def2-TZVPD

Output
Energy (a.u.): -733.2597
Kohn-Sham gap (spin up / spin down) (eV): 9.7585 / 2.4901
E_HOMO (spin up / spin down) (eV): -12.4027 / -12.4017
Relative energy (zero: lowest compared OMol25 entry of this formula, charge and spin) (kcal per mole): 36.7
<S²>: 0.755

Geometry as ORCA input:
```
! RIJCOSX wB97M-V def2-TZVPD def2/J DEFGRID3
* xyz 1 2
C -9.860 23.960 -32.023
O -8.731 23.424 -32.688
H -9.537 24.071 -30.988
H -10.012 24.869 -32.603
H -10.776 23.370 -31.983
H -8.993 22.824 -33.391
C -7.339 24.258 -28.788
O -6.913 22.870 -28.734
H -8.425 24.258 -28.689
H -6.832 24.934 -28.099
H -7.186 24.644 -29.795
H -7.254 22.517 -29.559
C -3.373 23.597 -27.260
O -4.559 23.164 -26.626
H -3.555 24.635 -27.538
H -2.505 23.482 -26.610
H -3.215 23.082 -28.207
H -5.251 23.024 -27.276
C -5.206 26.979 -29.580
C -3.758 27.285 -29.992
O -3.364 28.546 -29.565
H -5.569 25.956 -29.482
H -5.856 27.572 -30.224
H -5.441 27.353 -28.584
H -3.549 27.024 -31.029
H -3.130 26.538 -29.507
H -2.655 28.742 -30.182
C -8.630 27.208 -26.312
C -7.643 28.146 -25.549
O -7.827 29.466 -25.991
H -8.447 27.140 -27.384
H -9.635 27.581 -26.118
H -8.750 26.220 -25.868
H -6.612 27.852 -25.745
H -7.869 28.068 -24.486
H -7.972 29.935 -25.166
O -7.357 21.471 -31.194
H -7.464 21.985 -31.994
H -7.911 20.702 -31.326
*
```

=====

C20H12Cl5O2PPdS4 | ωB97M-V/def2-TZVPD

Output
Energy (a.u.): -5282.8193
Kohn-Sham gap (spin up / spin down) (eV): 6.0158 / 6.5295
E_HOMO (spin up / spin down) (eV): -8.7162 / -8.8319
Relative energy (zero: lowest compared OMol25 entry of this formula, charge and spin) (kcal per mole): 0.0

Geometry as ORCA input:
```
! RIJCOSX wB97M-V def2-TZVPD def2/J DEFGRID3
* xyz 0 1
Pd 0.163 -0.522 -0.241
S -1.201 1.615 1.139
S -1.147 0.964 2.918
S -1.495 -1.105 2.844
S -1.659 -1.598 0.983
Cl -1.795 1.169 -2.390
C -1.526 -0.507 -2.746
C -0.723 -1.251 -1.887
C -0.594 -2.606 -2.167
Cl 0.301 -3.601 -1.057
C -1.173 -3.196 -3.287
Cl -0.963 -4.874 -3.604
C -1.925 -2.412 -4.159
Cl -2.636 -3.114 -5.557
C -2.113 -1.059 -3.881
Cl -3.063 -0.091 -4.939
O 3.186 0.799 2.307
C 2.538 0.366 1.375
O 1.316 -0.052 1.443
C 3.188 0.301 -0.029
P 1.895 0.435 -1.291
C 2.629 0.054 -2.899
C 2.531 -1.222 -3.444
C 3.143 -1.513 -4.655
C 3.861 -0.534 -5.323
C 3.978 0.737 -4.775
C 3.366 1.032 -3.569
C 1.475 2.197 -1.367
C 1.723 3.036 -0.282
C 1.297 4.357 -0.317
C 0.622 4.845 -1.425
C 0.373 4.011 -2.508
C 0.794 2.693 -2.479
H 3.678 -0.669 -0.134
H 3.943 1.079 -0.136
H 1.989 -1.993 -2.923
H 3.054 -2.508 -5.072
H 4.334 -0.761 -6.269
H 4.545 1.501 -5.290
H 3.454 2.027 -3.152
H 2.244 2.678 0.596
H 1.494 5.002 0.530
H 0.289 5.875 -1.447
H -0.155 4.386 -3.375
H 0.590 2.046 -3.324
*
```

=====

Q: Which value of relative energy (zero: lowest compared OMol25 entry of this formula, charge and spin) does entry 3 give?
A: 13.5 kcal per mole

=====

Q: What is the relative energy (zero: lowest compared OMol25 entry of this formula, charge and spin) in the sixth record?
A: 36.7 kcal per mole

=====

Q: relative energy (zero: lowest compared OMol25 entry of this formula, charge and spin) of number 6 (C7H26O6)?
A: 36.7 kcal per mole

=====

Q: What is the relative energy (zero: lowest compared OMol25 entry of this formula, charge and spin) in the fifth record?
A: 0.0 kcal per mole